# 1
Molecular formula: C29H76N4O13PSn3
Method: DFT, ωB97M-V/def2-TZVPD

Geometry (Å):
1 Sn -2.31684 -3.13567 1.86458
2 Sn -0.04181 -3.55463 -1.89268
3 Sn -3.77840 -1.00886 -1.92055
4 P -0.81287 -0.69330 0.00211
5 O -2.27677 -0.73702 0.55524
6 O -0.24887 -2.05664 0.51243
7 O 0.04690 0.52349 0.35740
8 O -0.99983 -0.81436 -1.50890
9 C -1.90371 2.07385 -5.50079
10 C -0.97410 1.56407 -4.40366
11 C -0.39074 2.77043 -3.65013
12 O -1.67635 0.71069 -3.49533
13 H -1.29411 2.64712 -6.20437
14 H -2.63452 2.82930 -5.20893
15 H -2.35003 1.30463 -6.13123
16 H -0.21146 0.98621 -4.93547
17 H 0.40162 2.60648 -2.91367
18 H -1.21785 3.13175 -3.03557
19 H 0.07424 3.53041 -4.27706
20 H -1.15840 0.52944 -2.69498
21 C 3.19180 1.14106 2.48724
22 C 3.28298 0.69397 1.05677
23 C 4.67295 0.62735 0.52821
24 O 2.51016 -0.44884 0.77452
25 H 2.13629 1.20982 2.76340
26 H 3.60825 2.14720 2.55001
27 H 3.67009 0.48019 3.21126
28 H 2.86100 1.44241 0.36909
29 H 5.20775 -0.11048 1.14117
30 H 5.21065 1.57023 0.49607
31 H 4.70609 0.10009 -0.42907
32 H 1.56063 -0.31188 0.61496
33 C 1.76049 4.84991 -0.30866
34 C 0.79918 3.72767 0.08785
35 C -0.67611 4.15002 0.19648
36 O 1.00734 2.73637 -0.91435
37 H 1.77437 5.57660 0.50847
38 H 1.43569 5.33748 -1.22653
39 H 2.79018 4.49859 -0.35742
40 H 1.17576 3.33263 1.03635
41 H -1.13478 4.60503 -0.68391
42 H -0.79637 4.86442 1.00999
43 H -1.15488 3.16922 0.27702
44 H 0.93168 1.88650 -0.45333
45 C 3.77192 -4.31175 -2.93289
46 O 2.94065 -3.70195 -2.02203
47 C 3.33424 -3.45813 -0.68871
48 C 2.96658 -4.52639 0.29398
49 N 1.53375 -4.37112 0.56147
50 C 0.86408 -5.48851 1.27619
51 C 0.89141 -5.32517 2.80620
52 O 0.06483 -4.19618 3.14390
53 C 0.88744 -3.13761 3.68564
54 H 3.31709 -4.38431 -3.92239
55 H 4.24092 -5.26904 -2.69366
56 H 4.58735 -3.61161 -3.16422
57 H 3.11378 -2.45070 -0.32038
58 H 4.42705 -3.35544 -0.70115
59 H 3.39775 -4.30535 1.27398
60 H 3.09246 -5.55257 -0.04540
61 H 1.18646 -3.44431 0.78690
62 H 1.05974 -6.44982 0.80577
63 H -0.19569 -5.31129 1.04338
64 H 1.92341 -5.27701 3.15022
65 H 0.49208 -6.28995 3.12495
66 H 1.84534 -3.05102 3.17294
67 H 1.01408 -3.38830 4.73905
68 H 0.43321 -2.15141 3.62361
69 C -5.83260 2.12965 -2.23024
70 O -4.49804 1.61408 -1.93268
71 C -3.78995 2.29958 -0.90967
72 C -4.31345 1.77312 0.43153
73 N -4.39235 0.29725 0.25390
74 C -5.08174 -0.34494 1.37726
75 C -5.13074 -1.85789 1.23177
76 O -4.11583 -2.65107 1.84700
77 C -4.34558 -2.87831 3.25865
78 H -6.34151 1.56818 -3.00819
79 H -5.55308 3.10501 -2.63912
80 H -6.49185 2.41840 -1.41140
81 H -3.59523 3.34933 -1.12645
82 H -2.83024 1.81167 -1.12027
83 H -5.28872 2.22631 0.62626
84 H -3.76209 2.10859 1.31188
85 H -3.43591 -0.04193 0.31017
86 H -6.07594 0.08545 1.46488
87 H -4.42453 -0.30600 2.25483
88 H -5.04611 -2.12372 0.17035
89 H -6.09244 -2.27600 1.53926
90 H -5.25946 -3.45538 3.37629
91 H -4.27597 -1.89864 3.73488
92 H -3.48971 -3.35874 3.73333
93 C 2.95300 -1.37551 -5.00787
94 C 2.74691 -0.92804 -3.57143
95 C 3.16840 0.53754 -3.24953
96 O 4.53024 0.81294 -3.38818
97 C 4.84192 2.17650 -3.10786
98 N 1.38410 -1.16699 -3.10680
99 H 2.52700 -2.38626 -4.98369
100 H 3.95287 -1.46383 -5.42052
101 H 2.24783 -0.89705 -5.69275
102 H 3.41022 -1.60220 -3.02546
103 H 2.89402 0.87423 -2.23984
104 H 2.53266 1.16743 -3.88796
105 H 3.96449 2.82670 -3.08707
106 H 5.64506 2.49346 -3.76617
107 H 5.16345 2.24431 -2.06336
108 H 1.33736 -0.77389 -2.16786
109 H 0.68497 -0.60696 -3.58956
110 C -0.18996 0.41199 5.40317
111 C -1.15596 0.73929 4.26746
112 C -0.84985 2.05474 3.55288
113 O -0.86961 3.26440 4.31424
114 C -2.17837 3.72462 4.40748
115 N -1.00183 -0.39771 3.30327
116 H -0.56551 0.62108 6.40415
117 H 0.57918 1.18845 5.33237
118 H 0.31471 -0.54671 5.32354
119 H -2.16654 0.76914 4.67993
120 H -1.40818 2.08590 2.61138
121 H 0.16676 1.93672 3.16694
122 H -2.78321 3.70236 3.49352
123 H -2.23915 4.76017 4.74288
124 H -2.69158 3.10307 5.15244
125 H -0.03968 -0.51143 2.98804
126 H -1.39987 -0.10648 2.41660

Cartesian forces, eV/Å:
8.96 -0.23 -1.52
2.49 2.05 1.22
1.25 3.08 0.63
1.72 1.25 0.77
0.15 -1.65 0.90
-0.08 -1.44 -0.42
-1.84 -2.09 0.08
-1.35 -1.26 -2.09
0.35 0.38 -0.62
0.09 1.32 -0.66
0.26 -0.48 0.53
-0.77 -0.61 0.39
0.27 -0.13 0.04
-0.23 -0.39 0.51
-0.20 -0.20 0.36
0.21 -0.17 0.25
-0.17 -0.80 -0.14
-0.02 0.61 -0.26
-0.65 0.08 -0.38
0.23 0.09 -0.23
-0.55 0.32 0.10
-1.30 1.90 -1.50
1.01 -2.53 0.28
0.73 -2.49 0.05
0.01 0.07 0.07
0.11 -0.06 0.28
0.23 -0.05 -0.19
-0.36 0.60 0.66
0.47 0.42 0.28
-0.16 0.01 0.08
-0.23 0.61 -0.40
0.50 1.03 0.36
-0.46 0.40 1.13
1.20 1.12 -1.06
0.63 -0.72 -0.27
-0.23 -0.63 0.32
-0.14 0.30 -0.21
0.18 -0.03 -0.07
-0.11 -0.22 -0.36
-0.43 -0.04 0.23
0.62 0.12 -0.31
-0.31 -0.43 0.31
-0.62 0.24 0.76
-0.28 0.03 -0.37
2.31 0.31 -1.72
-3.52 0.36 0.96
3.12 0.09 -0.14
-1.66 0.89 0.85
-1.60 -1.23 -1.94
-1.10 2.32 -0.50
-0.09 -1.33 -1.43
0.86 0.01 -0.37
0.11 -0.08 0.72
-0.65 -0.24 0.36
-0.44 -0.05 0.52
0.27 -0.15 0.30
-1.06 0.00 -0.32
0.17 -0.38 -0.02
1.02 -0.38 -0.31
0.54 0.09 0.02
0.37 0.07 0.58
0.67 -0.07 0.47
-0.20 -0.32 0.05
-0.14 0.43 0.39
-0.35 0.35 0.82
0.04 -0.24 0.00
0.42 0.25 0.03
-0.47 -0.58 -0.12
1.09 1.90 -0.63
-1.60 -0.95 -0.97
1.46 -1.93 -0.23
-0.83 0.83 -0.89
-1.84 0.45 0.15
1.28 -0.85 -0.13
-2.01 0.02 -2.04
-4.85 1.49 0.73
-0.94 1.10 1.26
0.23 -0.34 0.20
-0.55 0.05 -0.46
0.20 -0.91 0.52
-0.76 0.19 0.38
0.59 0.48 0.68
-0.35 -0.45 -0.19
0.70 -0.42 -0.15
0.72 0.42 0.67
0.05 -0.13 0.55
-0.47 1.19 0.52
-0.08 -0.09 0.09
0.13 0.05 0.19
0.08 0.12 0.29
-0.84 -0.05 0.21
0.00 -0.78 0.05
-1.87 -0.83 -0.11
2.30 0.35 0.04
-0.78 0.36 0.16
-0.21 -0.51 -0.85
-0.03 -0.22 1.13
-0.76 -0.42 1.16
0.33 -0.28 -0.23
0.09 0.52 0.33
0.43 0.54 -0.16
-0.17 0.23 0.50
-0.39 -0.62 0.32
0.20 0.24 -0.37
-0.06 0.01 -0.83
-0.21 0.15 -0.07
0.43 -0.11 -0.03
0.02 -0.05 0.15
0.04 -0.15 -0.45
0.79 1.90 0.33
0.22 -1.07 0.67
1.50 0.02 -0.33
0.12 -1.21 -1.49
-1.44 0.26 1.13
-1.26 0.20 -1.06
-0.34 -0.55 -0.05
0.39 -0.27 0.02
-0.34 -0.13 0.12
-0.21 -0.31 -0.35
-0.64 0.49 0.13
0.22 0.19 0.26
0.42 -0.25 -0.37
0.49 -0.09 0.16
-0.34 0.23 -0.01
0.28 0.25 0.60
-0.46 0.20 -0.01

M, u: 1076.05
ΔE to the lowest compared entry with this formula, charge and spin, kJ/mol: 345.46
Charge: +3
Gap between HOMO and LUMO, eV: 4.60


# 2
Molecular formula: C29H76N4O9
Method: DFT, ωB97M-V/def2-TZVPD

Geometry (Å):
1 C 0.54730 2.76093 3.56756
2 C 1.87199 2.80278 2.78403
3 C 1.67003 3.28656 1.36831
4 O 2.82685 3.67539 3.44251
5 H -0.23023 2.06159 3.27748
6 H 0.18407 3.78964 3.62502
7 H 0.86967 2.44905 4.56919
8 H 2.34496 1.81793 2.84471
9 H 2.55583 3.44547 0.74431
10 H 1.17409 4.26107 1.34043
11 H 1.11299 2.61107 0.71163
12 H 2.34067 3.93252 4.23739
13 C 2.26072 -0.92978 -2.73923
14 C 2.87985 0.25146 -3.50577
15 C 3.52039 1.27878 -2.54816
16 O 3.85944 -0.25055 -4.42436
17 H 1.67830 -1.62532 -3.33814
18 H 1.83076 -0.65161 -1.78364
19 H 3.13790 -1.52170 -2.42560
20 H 1.95816 0.55821 -4.01682
21 H 2.78050 1.42085 -1.75736
22 H 3.58620 2.21111 -3.11036
23 H 4.46074 0.95141 -2.11673
24 H 4.25354 0.55838 -4.77209
25 C 2.52604 -4.23439 0.55821
26 C 1.10712 -4.68505 0.25340
27 C 0.37220 -5.34454 1.42536
28 O 0.33606 -3.59977 -0.24674
29 H 2.91379 -5.02623 1.21805
30 H 2.56477 -3.22640 0.95203
31 H 3.24384 -4.44752 -0.23931
32 H 1.07371 -5.46234 -0.51937
33 H 0.20307 -4.61802 2.22988
34 H 1.02035 -6.11170 1.87107
35 H -0.58599 -5.85568 1.33119
36 H 0.17971 -2.95874 0.47471
37 C -5.84252 -7.03214 -0.90791
38 O -5.39528 -5.78415 -0.44001
39 C -4.72324 -4.94215 -1.37352
40 C -3.63712 -4.21832 -0.59001
41 N -4.13858 -3.45505 0.54855
42 C -3.06125 -3.06361 1.44890
43 C -3.54440 -2.02456 2.44298
44 O -2.44524 -1.27582 2.94087
45 C -2.87725 -0.17323 3.68754
46 H -5.00998 -7.61398 -1.30951
47 H -6.60715 -6.89031 -1.68424
48 H -6.37312 -7.55593 -0.11569
49 H -5.51834 -4.27392 -1.72469
50 H -4.30264 -5.48837 -2.22100
51 H -3.11250 -3.55125 -1.27916
52 H -2.93456 -4.99750 -0.26707
53 H -4.79611 -4.09413 0.98812
54 H -2.20427 -2.77542 0.83173
55 H -2.57799 -3.93899 1.90994
56 H -4.09223 -2.52616 3.24535
57 H -4.16157 -1.35354 1.83458
58 H -3.23263 0.63150 3.02428
59 H -2.00126 0.28753 4.15499
60 H -3.63752 -0.40304 4.43821
61 C -3.68016 3.17916 -4.67921
62 O -3.50891 3.30402 -3.28601
63 C -4.45090 4.24156 -2.78668
64 C -4.26094 4.52600 -1.30586
65 N -3.32187 5.66963 -1.13885
66 C -3.71185 6.65655 -0.12872
67 C -2.71399 7.79869 -0.07869
68 O -1.35549 7.43589 -0.09217
69 C -0.52686 8.55679 -0.27248
70 H -3.37088 4.10643 -5.16944
71 H -4.73894 3.01236 -4.91935
72 H -3.18684 2.32356 -5.13668
73 H -5.44824 3.77328 -2.85571
74 H -4.51250 5.10613 -3.45111
75 H -3.71852 3.66344 -0.91361
76 H -5.21044 4.81533 -0.86399
77 H -2.41310 5.34640 -0.82639
78 H -3.83727 6.20566 0.86655
79 H -4.67867 7.06719 -0.43200
80 H -2.93760 8.16867 0.93843
81 H -2.98209 8.62586 -0.73818
82 H -0.46392 9.17813 0.62283
83 H -0.90074 9.16741 -1.10589
84 H 0.45364 8.26336 -0.64589
85 C 2.00960 -0.42179 0.85121
86 C 0.54305 -0.44603 1.28305
87 C -0.34357 -0.46617 0.03705
88 O -0.13739 0.82119 -0.55765
89 C -1.12332 1.31729 -1.43063
90 N 0.30546 -1.67406 2.09432
91 H 2.19443 0.49872 0.29238
92 H 2.37010 -1.24384 0.23413
93 H 2.65292 -0.30064 1.72873
94 H 0.43981 0.45178 1.89481
95 H -1.39198 -0.54525 0.33480
96 H 0.04971 -1.20362 -0.66237
97 H -0.74654 2.29610 -1.72961
98 H -2.11725 1.55473 -1.03470
99 H -1.27669 0.69208 -2.31252
100 H 0.95549 -1.66671 2.87299
101 H -0.64454 -1.55679 2.47312
102 C 6.77157 -2.52691 -0.76056
103 C 5.64514 -1.56020 -0.33693
104 C 5.65039 -1.34763 1.18182
105 O 4.88526 -2.27019 1.95516
106 C 5.46263 -3.56427 2.12474
107 N 5.87807 -0.27709 -0.98965
108 H 7.70366 -2.50070 -0.19020
109 H 7.04833 -2.42189 -1.81140
110 H 6.48408 -3.57505 -0.63089
111 H 4.69889 -2.05613 -0.58451
112 H 5.11516 -0.41889 1.42654
113 H 6.60516 -1.22134 1.71011
114 H 6.34012 -3.44514 2.77300
115 H 5.71830 -4.04390 1.18459
116 H 4.71831 -4.10877 2.70243
117 H 5.65431 -0.36094 -1.97769
118 H 5.15574 0.33822 -0.61254

Cartesian forces, eV/Å:
1.34 0.37 0.83
0.22 -0.27 -0.50
0.03 0.21 -1.35
-1.25 -0.13 0.26
0.10 0.08 -0.55
-0.37 -0.12 -0.02
-0.40 0.10 0.17
-0.21 -0.13 -0.43
0.52 -0.08 0.71
-0.18 -0.08 0.28
-0.44 -0.19 0.54
0.60 0.31 0.06
2.51 -0.84 0.47
-0.89 -1.30 0.96
-1.73 -0.07 -0.89
-0.39 0.52 0.18
-0.36 0.35 -0.04
-0.63 0.28 -0.38
-0.13 -0.21 0.05
0.62 1.26 -0.44
0.19 0.30 0.17
0.47 0.21 0.29
-0.33 0.26 -0.52
0.22 -0.29 -0.31
0.32 -2.17 0.25
-1.45 -0.23 -0.44
0.83 0.02 1.71
-0.33 0.20 -0.42
-0.02 0.72 0.80
0.27 -0.14 0.20
-0.43 0.91 -0.65
0.37 0.36 -0.29
0.15 0.12 -0.07
0.05 0.10 -0.07
-0.07 0.27 -1.05
0.36 -0.40 0.17
-0.47 0.47 -0.61
0.26 -0.47 0.62
-0.87 0.34 0.81
0.19 -0.04 -0.56
-0.43 -0.41 -0.45
0.70 -1.12 -0.37
0.59 0.02 -1.20
-0.36 -0.50 0.41
0.53 1.21 -0.19
-0.07 -0.22 0.05
0.19 -0.06 -0.24
0.40 0.00 0.28
0.41 0.31 -0.35
0.08 -0.12 0.10
0.13 0.02 0.09
0.20 0.01 -0.01
0.04 0.28 0.38
-0.32 0.94 -0.06
-0.42 -0.11 0.57
-0.18 0.34 0.10
-0.41 -0.02 0.44
-0.41 -0.29 0.00
-0.04 -0.39 0.27
0.07 -0.15 -0.04
-0.70 0.18 -0.35
0.32 -0.03 0.09
-1.37 -1.02 -0.02
2.13 1.36 -1.07
-0.04 0.23 0.46
0.23 -0.85 -1.11
-0.88 0.52 2.15
-0.13 -0.43 -0.61
-0.05 0.36 -0.90
0.09 -0.06 -0.18
-0.10 0.17 0.07
0.56 0.03 0.57
-0.01 -0.12 -0.22
0.36 0.41 0.38
-0.92 -0.38 0.47
-0.07 -0.54 0.28
0.01 -0.17 -0.39
0.07 0.03 0.02
0.01 0.15 0.19
0.21 0.64 -0.11
0.37 -0.26 -0.58
0.11 -0.04 0.09
-0.24 0.16 0.22
0.09 -0.39 0.58
0.42 0.99 0.22
1.30 -1.29 -0.08
0.37 1.64 0.49
-0.34 0.09 0.23
0.18 0.58 -0.42
-0.75 0.83 -0.51
-0.12 -0.01 -0.16
-0.30 -0.23 0.21
0.02 -0.43 0.04
-0.65 0.18 -0.26
-0.09 -0.49 -0.28
-0.61 -0.48 0.08
0.07 -0.09 -0.36
0.04 -0.52 0.67
0.14 -0.12 -0.08
0.01 -0.15 -0.02
0.53 -0.41 0.08
0.09 -0.90 -0.12
1.68 -1.08 0.48
-1.04 0.64 1.35
-0.07 -0.56 -0.74
-0.16 1.09 0.83
-0.72 0.08 0.48
-0.11 0.75 0.14
-0.17 0.16 -0.02
-0.33 0.09 -0.21
-0.19 0.29 -0.03
0.11 0.11 -0.44
0.42 -0.20 -0.80
0.23 -0.27 -0.25
-0.08 -0.18 0.04
0.06 -0.33 -0.27
0.29 -0.20 0.04
0.38 0.11 -0.08

M, u: 624.95
ΔE to the lowest compared entry with this formula, charge and spin, kJ/mol: 0.00
Gap between HOMO and LUMO, eV: 9.29